109
Properties=species:S:1:pos:R:3:forces:R:3:mulliken_charge:R:1 method="wB97M-V/def2-TZVPD" lumo_energy_ev=0.2 e_homo_ev=-9.1 de_lowest_kj_mol=65.6
H 2.964 0.688 -4.723 -0.5 0.7 -0.2 0.35
H 0.813 3.416 -1.087 -1.2 0.3 -1.6 0.08
O 2.909 0.994 -0.533 1.0 -1.0 0.3 0.07
H 1.047 -1.521 -3.402 0.6 -0.6 0.7 0.38
H -0.187 0.035 2.498 0.1 0.3 0.1 -0.13
H -1.978 3.338 3.320 -0.1 -0.1 0.3 0.15
C 0.622 5.067 1.184 -0.2 0.0 -1.6 -1.34
H 1.382 -4.030 3.230 -0.2 0.3 0.7 0.32
C 2.233 -2.709 0.961 0.1 1.0 0.4 -0.84
H 0.179 5.707 0.388 0.0 -0.9 0.1 0.30
H 6.224 1.419 -0.883 -0.6 0.0 -0.4 0.44
C 4.393 -6.266 0.184 1.7 0.9 -0.5 -0.77
H 1.176 -4.630 0.474 0.1 1.1 -0.2 -0.10
H -0.944 -2.116 -5.669 0.3 -0.3 0.6 0.26
H 2.226 4.014 -4.753 -0.7 -0.5 0.2 0.40
H -3.945 0.609 -1.707 -0.4 0.1 0.2 0.17
C 4.293 0.875 -0.249 0.4 0.9 2.4 -0.36
H 3.037 2.294 -3.122 -0.7 0.0 -0.9 -0.21
H 0.105 -3.389 2.337 0.6 -0.7 0.3 0.07
H -0.912 -2.073 0.347 -0.3 -0.4 0.4 -0.39
H -2.584 -5.442 -0.330 -0.1 0.3 0.0 0.46
H -2.130 -1.324 2.502 -0.2 0.2 0.7 0.25
O 1.439 3.413 -0.395 1.4 -0.3 0.4 -0.53
H -3.317 1.808 0.754 0.1 0.0 -0.6 0.33
H 2.469 -6.061 1.698 -0.3 -0.2 0.3 0.47
C -2.363 2.518 6.238 0.3 0.5 -1.8 -1.42
H -4.980 -1.821 -4.219 0.4 -0.4 1.1 0.34
H 0.558 3.453 -4.555 -0.5 0.1 0.2 0.30
H 3.904 -7.150 -0.197 -0.6 -0.5 0.3 0.29
H 3.550 -4.758 2.282 0.0 0.0 0.2 0.42
H -4.457 -0.024 2.142 -0.9 -0.4 0.2 0.42
H -3.206 -0.535 0.990 -0.3 -0.6 -0.1 -0.09
H -3.339 2.366 5.688 1.1 -0.1 0.6 0.27
C -1.916 4.382 -1.270 -1.1 0.9 1.0 -0.59
H -2.836 -3.817 1.574 0.6 0.4 -0.5 0.33
O 0.330 1.656 3.733 -1.4 1.3 0.4 -0.34
C 1.511 3.485 -4.058 2.1 2.2 -1.0 -1.43
C -2.223 -3.534 0.679 -1.2 -0.8 0.3 -0.28
C -3.410 -0.068 1.949 0.9 1.9 -1.2 -0.21
C -4.697 -1.587 -3.145 -1.1 0.7 -2.4 -1.14
H 1.582 5.533 1.285 0.7 0.0 0.6 0.40
N 0.796 -4.156 2.421 0.0 0.6 -0.3 -0.62
C 0.732 3.568 0.807 -0.2 1.0 0.6 0.98
H -1.006 -4.762 -0.726 0.0 0.2 -0.1 0.25
C -0.746 1.476 4.685 0.9 -0.5 -0.6 -0.44
H -4.243 0.238 -4.013 0.5 -0.1 -0.2 0.38
C -0.249 -2.456 -4.864 -0.2 0.2 -0.1 -0.52
H 1.611 4.162 -3.192 -0.9 -0.5 -0.1 0.29
C 0.661 0.573 2.955 2.0 -1.0 -0.8 0.14
H -2.864 4.207 -1.811 0.3 0.5 0.1 0.33
O -0.828 3.904 -1.995 0.3 -1.3 -0.6 -0.37
H -0.337 1.312 -1.584 -0.2 -0.2 -0.2 0.35
C -1.213 2.842 5.197 -0.4 -0.2 0.4 0.19
H -0.340 3.307 5.707 -0.7 -0.2 -0.2 0.34
H -1.312 -5.474 0.878 0.0 0.4 -0.6 0.34
H -1.537 -0.434 -1.324 -1.5 0.1 -0.3 -0.11
H -1.116 3.073 -2.407 0.4 0.3 0.0 0.15
H 1.419 -2.052 0.656 0.0 0.2 -0.1 -0.17
O -3.229 0.266 -2.239 0.1 -0.5 0.4 -0.30
H 1.100 0.369 -1.266 0.1 -0.4 -0.2 0.50
H 2.623 -2.309 1.912 -0.1 0.1 -0.2 0.23
H 0.117 0.886 0.023 -0.4 -0.4 0.5 -0.51
O -1.231 -2.618 1.104 0.3 0.6 -0.4 0.73
H -0.278 0.869 5.492 -0.7 0.4 0.0 0.44
O -0.911 -3.426 -4.028 0.0 0.3 -0.6 -0.55
H -1.594 0.883 4.264 0.6 0.4 0.0 0.15
H -0.953 -3.084 -3.139 0.1 0.2 0.5 0.30
O 2.406 1.456 -4.959 0.4 -0.5 0.1 -0.62
H 0.793 -0.526 -4.743 -0.3 0.1 -0.3 0.41
C 5.179 1.485 -1.276 1.4 0.4 0.9 -1.18
C 0.286 -1.238 -4.096 0.2 -0.6 -0.7 -0.49
H -5.648 -1.230 -2.777 -0.1 -0.3 0.9 0.38
H -2.835 -0.850 -3.762 0.8 -0.5 -1.1 0.14
C -3.744 -0.496 -3.362 -0.1 2.7 0.2 -0.23
H -2.920 -3.034 0.009 -0.1 0.2 -0.2 0.27
C 2.115 2.176 -3.770 0.8 -1.4 2.0 1.15
H 4.597 1.294 0.775 -0.9 0.2 -1.1 0.35
H -1.703 5.463 -1.118 -0.6 -0.7 -0.1 0.27
C -2.984 1.420 1.700 -0.6 -0.5 1.6 -0.35
H -0.458 -0.747 -3.495 -0.5 0.3 -0.1 -0.10
H -2.076 1.632 6.809 -0.3 0.2 0.1 0.36
H -0.004 5.242 2.027 -0.2 0.0 1.0 0.15
H -4.181 -2.377 -2.697 -0.1 -1.6 1.0 0.30
H 4.939 -6.480 1.161 -0.5 0.2 -1.2 0.30
N -1.702 3.820 4.172 0.6 -0.3 0.0 -0.60
H -0.959 4.452 3.848 -0.3 -0.5 0.5 0.34
C 1.704 -4.076 1.279 0.1 -2.4 -0.6 1.02
H -3.449 2.047 2.450 -0.5 0.2 0.3 0.68
H 1.371 0.960 2.141 -1.1 -0.7 1.0 -0.27
C 2.856 -5.070 1.493 0.2 0.6 -0.9 -1.17
H 1.267 -0.173 3.550 -0.6 0.4 -0.5 0.44
O 3.587 -5.130 0.254 -1.0 0.2 1.2 -0.28
H 1.441 1.586 -3.113 0.2 0.1 -0.4 -0.15
H 5.053 -5.931 -0.642 0.5 -0.8 0.7 0.23
H 1.375 3.013 1.511 -1.0 0.3 0.3 0.29
H 2.644 1.907 -0.436 -0.3 0.8 0.0 -0.04
H 5.131 0.893 -2.168 -0.1 0.2 -0.9 0.24
H 4.592 -0.136 -0.043 -0.5 -1.0 -0.6 0.38
C -1.750 -4.854 0.061 0.5 -0.4 1.1 -1.39
H -2.058 3.912 -0.265 0.3 0.2 -0.6 0.06
H -0.314 3.186 0.721 0.9 -0.3 0.3 -0.49
H 4.984 2.563 -1.361 -0.1 -0.4 -0.5 0.26
H 3.058 -2.599 0.243 -0.4 -0.5 0.0 0.44
O -2.728 -0.712 2.988 0.6 -0.6 -0.6 -0.59
O -0.647 -0.706 -1.171 0.5 -0.7 0.7 -0.29
C 0.066 0.487 -0.986 0.7 1.1 -0.2 0.00
H 0.550 -3.019 -5.357 0.1 0.3 0.0 0.37
H -1.949 1.609 1.913 0.9 -0.3 -0.6 -0.58
H -2.475 3.403 6.843 -0.2 0.1 0.5 0.41